C18H25FeO5Si | ωB97M-V/def2-TZVPD

Each line ends with the Mulliken charge.
Atoms and positions in Å:
1 H -2.7506 -0.5025 0.1733  0.28
2 C -0.6467 -0.1713 0.4695  1.02
3 H -0.9512 -1.2916 -2.2337  0.45
4 Fe -2.8240 -4.0167 2.8088  0.21
5 O 0.1921 2.7741 -0.6628  -0.41
6 H -0.0328 -4.1803 2.6778  0.45
7 H 3.9756 4.3409 -1.8538  0.39
8 H 0.6880 -1.1462 -1.6340  0.41
9 C -1.5306 -3.5993 1.1647  0.40
10 H 4.4759 2.3247 0.6493  0.44
11 Si 3.0956 2.1587 -1.3569  0.19
12 H 2.4272 4.5560 -1.0163  0.30
13 C -4.4208 -3.3650 2.6617  0.25
14 C 3.5337 1.8083 0.4095  -1.04
15 H -2.7760 0.3938 -1.0896  0.41
16 C -0.1531 -0.5606 -2.0322  -2.11
17 H 0.1327 -0.0321 -2.9493  0.43
18 C -3.0842 -5.5097 3.6875  0.24
19 O -3.5550 -6.1566 4.5361  -0.28
20 C -0.4197 3.7370 -1.6905  -0.79
21 C 0.4330 1.5521 -1.0458  -0.39
22 C -0.5870 0.4420 -0.9474  2.52
23 H 3.6838 0.7293 0.5640  0.30
24 C 0.3334 -0.9208 1.3359  -0.68
25 H -0.2162 4.7159 -1.2799  0.25
26 H 1.2941 -0.4251 1.4636  0.15
27 H 5.1508 1.5554 -2.5348  0.36
28 H 1.0637 -2.1101 2.8247  0.31
29 H 4.0680 0.1486 -2.4089  0.34
30 O 1.5682 1.2551 -1.5626  -0.22
31 C 4.1023 1.2298 -2.5958  -0.99
32 C -1.9716 1.1437 -1.1646  -1.87
33 H 3.7472 1.4132 -3.6188  0.32
34 O -5.3819 -2.7015 2.7205  -0.28
35 H -0.7937 0.8524 0.8864  0.48
36 C -2.1859 -2.4304 0.5778  -1.34
37 C -1.8633 -1.1074 0.4136  -0.54
38 H -1.4808 3.5219 -1.7454  0.40
39 H 0.0742 3.5872 -2.6476  0.37
40 H -2.1707 1.8562 -0.3383  0.43
41 C 2.9421 3.9605 -1.7823  -0.99
42 H -3.1473 -2.6873 0.0673  0.43
43 H 2.4633 4.1313 -2.7565  0.35
44 C 0.2925 -2.1159 2.0472  -0.61
45 H 2.7564 2.1611 1.1033  0.35
46 H -1.5886 -4.5786 0.5971  0.65
47 C -0.4651 -3.3384 2.0791  -0.89
48 C -2.6812 -2.8858 4.1554  0.27
49 O -2.7429 -2.1143 5.0240  -0.28
50 H -2.0729 1.5983 -2.1500  0.54

Forces on atoms 1 to 2 (eV/Å):
H 0.4 -1.0 0.2
C -1.3 -1.5 1.8

Its spin multiplicity is 5. The calculated total energy is -71561.687 eV. The LUMO energy (alpha / beta) is -0.14316 / -0.18609 Eh. As for the total charge: +1. Its HOMO-LUMO gap (alpha / beta) is 0.1727 / 0.2056 Ha.